No. 1
# C24H18CrN3O4S4

C24H18CrN3O4S4 as an isolated structure (wB97M-V/def2-TZVPD, the OMol25 dataset).

```
! wB97M-V def2-TZVPD RIJCOSX def2/J DEFGRID3
* xyz -1 5
Cr 1.61603 0.64552 0.84123
S 2.89775 0.98060 -1.15466
C 2.66099 -0.32187 -2.31952
C 3.80011 -1.02504 -2.73726
C 3.74647 -2.00248 -3.71348
C 2.53777 -2.31211 -4.32494
C 1.39928 -1.63313 -3.92976
C 1.44505 -0.66327 -2.92926
S -0.10060 0.07987 -2.45364
C -0.86827 -1.38178 -1.70629
C -1.98062 -1.04062 -0.75898
C -2.99171 -1.98584 -0.54024
C -3.91961 -1.75054 0.46122
C -3.82336 -0.59025 1.19797
C -2.80668 0.33895 0.89209
C -2.68250 1.52651 1.62818
S 0.25267 0.18609 2.71814
C -0.05038 -1.53008 2.60637
C -1.01006 -2.13431 3.42596
C -1.25194 -3.49541 3.36250
C -0.53106 -4.28871 2.47517
C 0.42349 -3.70371 1.65989
C 0.67056 -2.33123 1.71266
S 1.86222 -1.62123 0.62730
N -1.90852 0.10097 -0.10094
H 4.73993 -0.78247 -2.25927
H 4.65204 -2.52490 -3.99764
H 2.48281 -3.06674 -5.09928
H 0.44712 -1.84859 -4.40020
H -0.07805 -1.86103 -1.12253
H -1.21613 -2.08029 -2.46742
H -3.01436 -2.89441 -1.12645
H -4.69550 -2.47545 0.67301
H -4.50506 -0.38008 2.01126
H -3.32557 1.70273 2.47790
H -1.89144 2.23210 1.42412
H -1.56680 -1.51066 4.11546
H -2.00283 -3.93900 4.00576
H -0.71261 -5.35511 2.41868
H 0.99162 -4.30655 0.96071
O 0.56234 6.86646 -0.42253
C 0.66554 6.06127 0.67747
O 0.81870 6.53823 1.75820
C 0.50271 4.61790 0.37815
C -0.46586 4.07964 -0.45542
N -0.34552 2.74687 -0.40146
N 0.65725 2.40228 0.39015
C 1.18865 3.49877 0.89564
C 2.43359 3.24023 1.72488
O 3.06110 4.15163 2.21427
O 2.69960 1.97315 1.78311
H 0.63831 6.32362 -1.21625
H -1.24840 4.54921 -1.02833
H -0.86030 1.99428 -0.85170
*
```

Computed properties:
Molecular weight   592.7 g mol⁻¹
<S²>   6.10
Energy relative to the best compared isomer or geometry (same formula, charge and spin)   159.5 kJ/mol
Gap between HOMO and LUMO (spin up / spin down)   6.856 / 5.983 eV
E_tot   -4028.0082 hartree

natural (NBO) atomic charges, in units of e:
1 Cr 0.975
2 S -0.268
3 C -0.176
4 C -0.213
5 C -0.206
6 C -0.245
7 C -0.239
8 C -0.104
9 S 0.206
10 C -0.576
11 C 0.240
12 C -0.250
13 C -0.173
14 C -0.216
15 C 0.097
16 C -0.263
17 S -0.228
18 C -0.193
19 C -0.180
20 C -0.251
21 C -0.250
22 C -0.216
23 C -0.206
24 S -0.166
25 N -0.471
26 H 0.222
27 H 0.204
28 H 0.203
29 H 0.207
30 H 0.275
31 H 0.212
32 H 0.213
33 H 0.211
34 H 0.210
35 H 0.183
36 H 0.197
37 H 0.203
38 H 0.198
39 H 0.199
40 H 0.210
41 O -0.684
42 C 0.785
43 O -0.522
44 C -0.266
45 C -0.014
46 N -0.307
47 N -0.263
48 C 0.087
49 C 0.760
50 O -0.599
51 O -0.735
52 H 0.482
53 H 0.228
54 H 0.471


No. 2
# C3H3N3

The molecule C3H3N3 at a distorted geometry (wB97M-V/def2-TZVPD, the OMol25 dataset).

```
! wB97M-V def2-TZVPD RIJCOSX def2/J DEFGRID3
* xyz 0 1
N -1.13721 0.76638 1.39096
C -0.54427 0.38385 0.34090
N 0.85936 0.59330 0.46129
C 1.45119 -0.08726 -0.47440
C 0.31783 -1.00733 -1.07781
N -0.88723 -0.56426 -0.60694
H -2.07065 0.60117 1.13048
H 2.54984 -0.07421 -0.77986
H 0.32790 -1.83048 -1.79994
*
```

Computed properties:
Molecular weight   81.1 g mol⁻¹
Energy relative to the best compared isomer or geometry (same formula, charge and spin)   204.2 kJ/mol
Gap between HOMO and LUMO   9.422 eV
E_tot   -280.3030 hartree
SMILES   N=C1N=CC=N1

natural (NBO) atomic charges, in units of e:
1 N -0.458
2 C 0.433
3 N -0.385
4 C 0.024
5 C 0.060
6 N -0.445
7 H 0.331
8 H 0.224
9 H 0.217


No. 3
# C6H9NO

The molecule C6H9NO at a distorted geometry (wB97M-V/def2-TZVPD, the OMol25 dataset).

```
! wB97M-V def2-TZVPD RIJCOSX def2/J DEFGRID3
* xyz 0 1
N 2.17847 -0.40923 -0.14612
C 0.74460 -0.31947 -0.07999
C -0.20417 -0.72885 -1.10186
C -1.32613 -0.22093 -0.94715
C -1.21878 0.53461 0.33769
C -0.55154 -0.75594 1.11075
C 0.10852 1.10793 0.41884
O 0.44812 2.24171 -0.44168
H 2.47917 -0.06202 0.75456
H 2.25464 -1.46246 -0.28133
H 0.11980 -1.39909 -1.92150
H -2.29644 -0.36852 -1.67836
H -2.26771 0.91747 0.67365
H -0.91003 -1.74834 0.87029
H -0.44063 -0.56061 2.39774
H 0.20260 1.60663 1.47105
H 0.67950 1.62715 -1.43658
*
```

Computed properties:
Molecular weight   111.1 g mol⁻¹
Energy relative to the best compared isomer or geometry (same formula, charge and spin)   597.6 kJ/mol
Gap between HOMO and LUMO   9.562 eV
E_tot   -363.7966 hartree
SMILES   N[C@@]12C=C[C@@H](C1)[C@@H]2O

natural (NBO) atomic charges, in units of e:
1 N -0.801
2 C 0.110
3 C -0.294
4 C -0.177
5 C -0.320
6 C -0.382
7 C 0.074
8 O -0.717
9 H 0.382
10 H 0.370
11 H 0.224
12 H 0.239
13 H 0.235
14 H 0.203
15 H 0.188
16 H 0.208
17 H 0.457


No. 4
# C3H7N2S

An isolated ion of composition C3H7N2S and charge +1 at a distorted geometry (wB97M-V/def2-TZVPD, the OMol25 dataset).

```
! wB97M-V def2-TZVPD RIJCOSX def2/J DEFGRID3
* xyz 1 1
S 2.26109 -0.16089 0.52881
C 0.62506 -0.16751 -0.52653
N -0.06888 -1.25651 -0.27315
C -1.07134 -1.00627 0.72981
C -1.30467 0.29137 0.74892
N -0.34049 1.04232 -0.09769
H 3.07939 -0.65002 -0.58086
H 0.87386 0.06643 -1.59763
H 0.61182 -2.00394 -0.14416
H -1.69943 -1.81664 1.12646
H -2.01896 0.79283 1.40171
H -0.87979 1.49388 -0.82140
H 0.22570 1.79437 0.39608
*
```

Computed properties:
Molecular weight   103.2 g mol⁻¹
Energy relative to the best compared isomer or geometry (same formula, charge and spin)   229.7 kJ/mol
Gap between HOMO and LUMO   9.866 eV
E_tot   -625.8847 hartree
SMILES   S[C@H]1NC=C[NH2+]1

natural (NBO) atomic charges, in units of e:
1 S -0.096
2 C 0.091
3 N -0.644
4 C 0.034
5 C -0.158
6 N -0.551
7 H 0.198
8 H 0.239
9 H 0.433
10 H 0.278
11 H 0.266
12 H 0.447
13 H 0.463


No. 5
# C23H70N14O10

A 10-piece molecular cluster, C23H70N14O10 overall at a distorted geometry (wB97M-V/def2-TZVPD, the OMol25 dataset).

```
! wB97M-V def2-TZVPD RIJCOSX def2/J DEFGRID3
* xyz 0 1
C -8.99670 7.42772 -16.40379
O -9.38913 8.70550 -15.95076
C -9.91016 8.66602 -14.63860
C -10.84252 9.84474 -14.35389
C -10.04987 11.19324 -14.43232
N -11.44807 9.68198 -12.98895
H -9.61227 6.60789 -16.02536
H -7.94687 7.20120 -16.19411
H -8.95954 7.41044 -17.49335
H -10.41822 7.73013 -14.39362
H -9.08493 8.85691 -13.93746
H -11.61893 9.93551 -15.11602
H -9.23889 11.20939 -13.70883
H -10.84030 11.93916 -14.40173
H -9.63585 11.13666 -15.44175
H -10.86464 9.02306 -12.47115
H -11.14506 10.55377 -12.55955
C -12.74040 9.61462 -24.06295
O -12.52428 9.60426 -22.66265
C -12.45231 10.79683 -21.94073
C -11.42645 10.75643 -20.79659
C -11.87450 9.59800 -19.89401
N -11.35595 12.00404 -20.03883
H -13.01466 8.59860 -24.35032
H -11.85734 9.91066 -24.62335
H -13.68326 10.13638 -24.25802
H -12.07173 11.60957 -22.58536
H -13.45359 11.14119 -21.65154
H -10.49415 10.41272 -21.24726
H -12.80239 9.76744 -19.35088
H -11.11571 9.41667 -19.11770
H -11.72462 8.67218 -20.44755
H -11.56567 12.75372 -20.69958
H -12.16118 12.06114 -19.41917
C -14.18037 5.53060 -20.67559
O -14.93192 5.49043 -19.50332
C -14.19312 5.07122 -18.38417
C -14.89286 5.37703 -17.07943
C -15.09619 6.82182 -16.68727
N -14.33230 4.54239 -15.98866
H -13.40145 6.30328 -20.64317
H -14.77497 5.75783 -21.56029
H -13.71029 4.56238 -20.89645
H -13.99020 3.99421 -18.43677
H -13.16419 5.46167 -18.39768
H -15.88556 4.92452 -16.95790
H -15.59128 6.99931 -15.73054
H -15.88365 7.21491 -17.34491
H -14.22603 7.47527 -16.77391
H -14.98336 4.39631 -15.23190
H -13.51598 4.95654 -15.54414
C -1.04088 2.53233 -20.52696
O -1.18007 3.77147 -21.20958
C -2.52628 4.11676 -21.49741
C -3.13606 4.90164 -20.30178
C -4.46385 5.59826 -20.60206
N -2.19548 5.90435 -19.79182
H -1.19497 1.71648 -21.24069
H -1.67269 2.46123 -19.64221
H 0.01824 2.45261 -20.28053
H -2.41766 4.79589 -22.34892
H -3.08139 3.23218 -21.82672
H -3.28935 4.22711 -19.45508
H -4.68740 6.28053 -19.78080
H -5.22225 4.81161 -20.58528
H -4.47654 6.17010 -21.52965
H -2.01056 6.64520 -20.46517
H -1.30787 5.39596 -19.80855
N -8.13520 8.63145 -22.75784
C -7.42613 9.40652 -21.91753
N -7.04967 8.81488 -20.74942
O -7.11875 10.59087 -22.11686
H -8.35991 7.69027 -22.48190
H -8.45757 8.92035 -23.66145
H -7.35660 7.87834 -20.53180
H -6.81541 9.49484 -20.04786
N -8.28937 1.37313 -21.09129
C -7.46783 2.29737 -20.52085
N -7.17170 2.05892 -19.21809
O -6.97154 3.19633 -21.20127
H -8.60479 0.58470 -20.56041
H -8.49570 1.44285 -22.07178
H -6.46757 2.63693 -18.77814
H -7.72532 1.48668 -18.61058
N -10.17377 5.85208 -23.78031
C -10.78741 5.91297 -24.96676
N -10.12597 5.31130 -25.95345
O -11.81235 6.60720 -25.15492
H -10.49063 6.30000 -22.94364
H -9.58450 5.03463 -23.68773
H -9.23007 4.88145 -25.78028
H -10.52366 5.40866 -26.86979
N -6.63647 4.80816 -25.91618
C -6.95083 4.35707 -24.66985
N -5.98810 4.57872 -23.74548
O -7.98515 3.71461 -24.43124
H -5.83248 5.39012 -26.04882
H -7.19941 4.55653 -26.70614
H -5.04107 4.76250 -24.00897
H -6.23112 4.38372 -22.78779
N -7.05364 3.90724 -16.50378
C -6.16030 4.79191 -17.04137
N -5.06479 4.14636 -17.50656
O -6.52189 5.89587 -17.45334
H -7.81122 4.17049 -15.89616
H -6.69875 2.99458 -16.26846
H -4.43911 4.66110 -18.10480
H -4.89476 3.27212 -17.04736
C -9.90190 6.84501 -20.10400
C -8.85885 5.75104 -20.02282
O -7.80110 5.94236 -20.95645
H -10.84015 6.57859 -19.62285
H -10.05955 7.01117 -21.17215
H -9.54060 7.78148 -19.68120
H -9.30728 4.76683 -20.21251
H -8.49023 5.61955 -18.99794
H -7.45266 5.07691 -21.19613
*
```

Computed properties:
Molecular weight   702.9 g mol⁻¹
Energy relative to the best compared isomer or geometry (same formula, charge and spin)   126.8 kJ/mol
Gap between HOMO and LUMO   8.585 eV
E_tot   -2437.3579 hartree
SMILES   COC[C@H](C)N.COC[C@H](C)N.COC[C@H](C)N.COC[C@H](C)N.NC(N)=O.NC(N)=O.NC(N)=O.NC(N)=O.NC(N)=O.CCO

Here are the Löwdin charges for atoms 1 to 99, given in e:
1 C -0.109
2 O -0.165
3 C -0.231
4 C -0.418
5 C -0.057
6 N 0.028
7 H 0.084
8 H 0.066
9 H 0.065
10 H 0.118
11 H 0.127
12 H 0.128
13 H 0.079
14 H 0.078
15 H 0.075
16 H 0.056
17 H 0.050
18 C -0.092
19 O -0.202
20 C -0.241
21 C -0.421
22 C -0.071
23 N 0.047
24 H 0.064
25 H 0.090
26 H 0.087
27 H 0.120
28 H 0.127
29 H 0.134
30 H 0.083
31 H 0.068
32 H 0.045
33 H 0.065
34 H 0.067
35 C -0.121
36 O -0.166
37 C -0.218
38 C -0.423
39 C -0.067
40 N 0.010
41 H 0.080
42 H 0.091
43 H 0.089
44 H 0.121
45 H 0.119
46 H 0.138
47 H 0.074
48 H 0.079
49 H 0.075
50 H 0.062
51 H 0.062
52 C -0.097
53 O -0.220
54 C -0.186
55 C -0.439
56 C -0.065
57 N 0.043
58 H 0.088
59 H 0.084
60 H 0.090
61 H 0.125
62 H 0.125
63 H 0.097
64 H 0.078
65 H 0.050
66 H 0.084
67 H 0.082
68 H 0.066
69 N 0.177
70 C -0.692
71 N 0.165
72 O -0.014
73 H 0.050
74 H 0.105
75 H 0.052
76 H 0.107
77 N 0.173
78 C -0.631
79 N 0.177
80 O -0.006
81 H 0.098
82 H 0.112
83 H 0.070
84 H 0.100
85 N 0.180
86 C -0.686
87 N 0.167
88 O -0.015
89 H 0.079
90 H 0.075
91 H 0.052
92 H 0.111
93 N 0.162
94 C -0.648
95 N 0.187
96 O -0.014
97 H 0.099
98 H 0.103
99 H 0.099


No. 6
# C28H62FIN8O7S

A 7-piece molecular cluster, C28H62FIN8O7S overall (wB97M-V/def2-TZVPD, the OMol25 dataset).

```
! wB97M-V def2-TZVPD RIJCOSX def2/J DEFGRID3
* xyz 0 1
H -3.93178 -0.40273 2.19188
N -3.73237 -0.82568 1.28495
C -3.64918 -2.08806 1.38521
C -3.39018 -2.88639 0.13745
C -3.88500 -2.82046 2.68661
C -2.86402 -3.89558 3.07274
I -3.48774 -5.89029 2.53255
O -1.59570 -3.73509 2.50565
C -0.90979 -2.56543 2.92605
S -0.65356 -2.65999 4.75688
C 0.37570 -2.48181 2.08782
N -0.07648 -2.63869 0.70234
C 1.04110 -1.08233 2.19480
C 0.18363 0.08135 2.69680
C 1.33862 -3.60883 2.54045
C 2.32811 -4.04258 1.49134
F 3.13070 -2.96421 1.09599
H -4.28693 -2.87327 -0.48378
H -3.10504 -3.91445 0.34236
H -2.58652 -2.40564 -0.41729
H -3.92795 -2.09609 3.50439
H -4.88172 -3.26613 2.64133
H -2.80029 -3.94918 4.15951
H -1.52850 -1.69325 2.73589
H 0.51520 -2.01853 4.77096
H -0.32109 -3.59697 0.48660
H 0.64513 -2.33344 0.06254
H 1.34740 -0.80659 1.18420
H 1.96927 -1.15543 2.76304
H -0.73644 0.14915 2.11508
H 0.72234 1.01202 2.53779
H -0.05947 0.00841 3.75648
H 0.77115 -4.49676 2.83004
H 1.91326 -3.28136 3.40733
H 2.98934 -4.81088 1.89558
H 1.84782 -4.43158 0.59233
C -1.23285 4.80879 -0.97642
N -1.05924 3.96748 0.18998
C -2.20482 3.29217 0.77415
C 0.14746 3.77952 0.75194
O 0.34250 3.07711 1.72938
H -1.91207 5.63731 -0.75941
H -1.64274 4.23143 -1.80897
H -0.27415 5.22268 -1.27978
H -2.34355 3.59537 1.81274
H -2.07165 2.20977 0.75650
H -3.09213 3.54986 0.19998
H 0.95587 4.32118 0.23437
C 7.06487 -0.63250 -0.56703
N 7.34276 -1.56419 0.50745
C 6.23536 -2.21614 1.18584
C 8.59518 -1.85322 0.90606
O 8.87132 -2.63670 1.79528
H 6.46945 0.20944 -0.20687
H 6.51723 -1.11507 -1.37814
H 8.00463 -0.24788 -0.96094
H 6.23913 -1.96526 2.24714
H 6.31801 -3.30079 1.09818
H 5.30076 -1.88748 0.74063
H 9.36632 -1.30590 0.33682
C 3.28767 6.80873 -5.21553
N 2.61537 6.32041 -4.03100
C 3.10303 5.11966 -3.37498
C 1.54121 6.94289 -3.51410
O 0.93885 6.56148 -2.52463
H 3.26379 6.06359 -6.01315
H 4.32955 7.05479 -5.00053
H 2.78455 7.70703 -5.56820
H 2.33148 4.34934 -3.35643
H 3.38947 5.33241 -2.34464
H 3.96778 4.74745 -3.91923
H 1.23638 7.84151 -4.07211
C -9.86109 -4.71783 1.50071
N -8.58796 -4.50573 2.15182
C -7.66508 -5.61718 2.31890
C -8.20282 -3.29899 2.60679
O -7.12886 -3.07928 3.13744
H -10.46457 -5.44580 2.04670
H -9.72235 -5.07839 0.47945
H -10.40701 -3.77666 1.46261
H -7.46771 -5.79454 3.37662
H -6.71423 -5.37734 1.84501
H -8.08976 -6.51221 1.87112
H -8.95838 -2.51181 2.44859
C 5.37023 -5.70440 -1.46117
N 5.46803 -4.53609 -2.30888
C 6.34722 -4.55983 -3.46468
C 4.77260 -3.41133 -2.05426
O 4.83300 -2.39984 -2.73005
H 6.34036 -5.95671 -1.02820
H 5.00396 -6.56693 -2.02194
H 4.67476 -5.49881 -0.64858
H 7.10858 -3.78331 -3.38562
H 5.78387 -4.38299 -4.38109
H 6.83035 -5.53265 -3.51900
H 4.14158 -3.48615 -1.15300
C -4.04947 7.38800 -1.95046
N -3.03420 8.10486 -2.68841
C -2.49316 9.33986 -2.14861
C -2.55050 7.65886 -3.86456
O -1.69753 8.23074 -4.51432
H -4.94407 7.99992 -1.81656
H -3.68280 7.09173 -0.96497
H -4.32576 6.48900 -2.49924
H -2.66237 10.16829 -2.83689
H -1.41826 9.24802 -1.98971
H -2.98164 9.55264 -1.20033
H -3.00070 6.70330 -4.18342
*
```

Computed properties:
Molecular weight   800.8 g mol⁻¹
Gap between HOMO and LUMO   9.314 eV
E_tot   -2864.5379 hartree
SMILES   [H]/N=C(/C)C[C@@H](I)O[C@@H](S)[C@@](N)(CC)CCF.CN(C)C=O.CN(C)C=O.CN(C)C=O.CN(C)C=O.CN(C)C=O.CN(C)C=O

Here are the Löwdin charges for atoms 1 to 99, given in e:
1 H 0.054
2 N 0.141
3 C -0.432
4 C -0.049
5 C -0.172
6 C -0.761
7 I 0.887
8 O -0.275
9 C -0.575
10 S 0.831
11 C -0.497
12 N 0.103
13 C -0.174
14 C -0.092
15 C -0.139
16 C -0.192
17 F -0.071
18 H 0.084
19 H 0.022
20 H 0.071
21 H 0.123
22 H 0.075
23 H 0.045
24 H 0.083
25 H -0.125
26 H 0.086
27 H 0.084
28 H 0.110
29 H 0.110
30 H 0.071
31 H 0.052
32 H 0.059
33 H 0.123
34 H 0.107
35 H 0.119
36 H 0.110
37 C -0.052
38 N -0.189
39 C -0.038
40 C -0.334
41 O -0.003
42 H 0.072
43 H 0.095
44 H 0.048
45 H 0.092
46 H 0.084
47 H 0.083
48 H 0.137
49 C -0.050
50 N -0.190
51 C -0.045
52 C -0.363
53 O 0.005
54 H 0.092
55 H 0.068
56 H 0.082
57 H 0.095
58 H 0.088
59 H 0.069
60 H 0.130
61 C -0.058
62 N -0.195
63 C -0.039
64 C -0.333
65 O -0.009
66 H 0.090
67 H 0.089
68 H 0.085
69 H 0.092
70 H 0.091
71 H 0.085
72 H 0.133
73 C -0.060
74 N -0.196
75 C -0.046
76 C -0.339
77 O 0.004
78 H 0.089
79 H 0.090
80 H 0.082
81 H 0.094
82 H 0.050
83 H 0.088
84 H 0.134
85 C -0.055
86 N -0.192
87 C -0.039
88 C -0.355
89 O 0.003
90 H 0.092
91 H 0.089
92 H 0.076
93 H 0.091
94 H 0.092
95 H 0.085
96 H 0.118
97 C -0.068
98 N -0.194
99 C -0.038